Below is a structure of composition H2N2O4P in a non-equilibrium geometry, with properties calculated with the ωB97M-V functional and the def2-TZVPD basis.

```
9
Properties=species:S:1:pos:R:3
P 0.38 -0.32 -0.58
O 0.21 0.19 2.43
O 0.83 -0.79 -1.90
O 0.58 -1.32 0.63
O 0.98 0.94 0.07
N -1.28 0.06 -0.84
N 1.08 -0.09 1.68
H -1.05 0.94 -1.47
H -1.74 0.39 -0.02
```

Strongest force on any atom (Eh/bohr): 0.0563
Electronic energy (hartree): -753.088728
Kohn-Sham gap (eV): 9.395
E_LUMO (eV): 4.23
Net charge: -1
ΔE to the lowest compared entry with this formula, charge and spin (kJ/mol): 128.97